No. 1
89
Properties=species:S:1:pos:R:3:mulliken_charge:R:1 method="wB97M-V/def2-TZVPD" max_force_ha_per_bohr=0.0516 total_charge=0 spin_multiplicity=1 e_homo_ev=-7.1
N -0.462 2.555 -2.466 -0.58
C 0.109 1.252 -2.747 -0.70
C 0.821 0.622 -1.556 -0.77
C -0.098 -0.270 -0.728 1.55
S -1.753 0.394 -0.327 0.17
S -0.433 -1.757 -1.809 -0.36
C -1.065 -2.569 -0.402 0.13
N -0.518 -2.127 0.671 0.53
N -0.775 -2.519 1.990 -0.88
C 0.499 -1.081 0.433 -1.18
C 1.062 -0.402 1.668 -0.84
C 2.205 0.566 1.328 -0.77
C 1.994 1.982 1.888 -0.32
C 0.618 2.599 1.646 -0.24
S -0.308 2.570 3.175 1.34
O 0.231 1.592 4.045 -0.51
O -0.327 3.874 3.732 -0.68
Cl -2.261 2.108 2.762 -0.29
H -1.300 2.451 -1.911 0.23
H -0.730 2.903 -3.377 0.29
H 0.873 1.386 -3.506 0.61
H -0.669 0.588 -3.140 0.25
H 1.659 0.024 -1.913 0.47
H 1.225 1.429 -0.958 -0.07
H -2.395 0.283 -1.508 -0.06
H -1.835 -3.317 -0.417 0.72
H -1.454 -1.860 2.371 0.20
H -1.247 -3.418 1.991 0.32
H 1.347 -1.611 -0.017 0.27
H 1.448 -1.195 2.297 0.51
H 0.269 0.053 2.256 -0.03
H 3.082 0.203 1.839 0.84
H 2.477 0.588 0.244 -0.16
H 2.201 1.913 2.953 0.47
H 2.766 2.593 1.449 0.06
H 0.732 3.653 1.423 0.48
H 0.059 2.186 0.813 -0.11
C -1.958 -5.786 -3.739 -0.04
C -3.004 -4.846 -3.158 -0.76
O -2.539 -3.493 -3.099 0.18
O -0.789 -5.689 -2.983 -0.44
H -2.308 -6.815 -3.723 0.35
H -1.713 -5.514 -4.794 0.10
H -3.196 -5.126 -2.124 0.26
H -3.934 -4.889 -3.731 0.49
H -2.490 -3.114 -3.994 -0.11
H -0.694 -4.755 -2.733 0.40
C -0.517 -8.022 -5.976 -0.85
O -1.735 -7.533 -6.296 -0.95
H 0.130 -7.372 -5.355 0.19
H -0.495 -8.983 -5.394 0.37
H 0.168 -8.271 -6.833 0.37
Mg -2.595 -1.547 -5.307 0.70
C -3.313 -0.788 6.514 -0.40
C -2.387 -1.147 5.377 -0.06
O -3.132 -1.769 4.310 -0.59
O -3.982 -1.948 6.996 -0.52
H -2.759 -0.345 7.340 0.35
H -4.072 -0.074 6.167 0.25
H -1.648 -1.876 5.705 0.26
H -1.872 -0.267 4.989 0.07
H -3.683 -1.088 3.910 0.32
H -4.174 -2.489 6.221 0.32
O 0.987 3.714 7.043 -0.67
Cl 1.962 2.672 6.874 1.73
O 3.022 2.828 7.838 -0.69
O 2.532 2.748 5.538 -0.64
O 1.337 1.383 7.041 -0.64
O -2.229 2.379 -4.705 -0.68
Cl -3.475 1.722 -4.366 1.65
O -3.195 0.625 -3.441 -0.61
O -4.074 1.197 -5.564 -0.70
O -4.357 2.663 -3.741 -0.66
C 3.266 5.902 0.766 -1.06
C 3.844 4.945 -0.218 0.35
O 3.639 3.787 -0.289 -0.33
N 4.746 5.447 -1.355 -0.10
C 5.491 6.729 -1.209 -0.89
H 3.071 5.363 1.691 0.29
H 3.937 6.731 0.987 0.44
H 2.328 6.297 0.369 0.33
H 4.135 5.466 -2.179 0.40
H 5.349 4.638 -1.546 0.43
H 4.779 7.545 -1.146 0.38
H 6.122 6.856 -2.084 0.34
H 6.106 6.675 -0.317 0.37
F -1.131 -4.749 -1.013 -0.71
Cl 4.384 1.229 -0.038 -0.48
K -1.934 -9.487 -7.416 1.00

No. 2
22
Properties=species:S:1:pos:R:3:mulliken_charge:R:1 method="wB97M-V/def2-TZVPD" max_force_ha_per_bohr=0.0200 total_charge=+1 e_above_lowest_ev=1.0549 spin_multiplicity=1 e_homo_ev=-13.2
C 1.320 0.724 0.531 -0.93
N 1.036 2.042 1.110 -0.58
C 0.147 0.254 -0.309 0.83
N 0.503 -1.177 -0.734 -0.12
C -0.624 -2.167 -0.696 -0.70
C -0.129 1.105 -1.521 -1.55
H 2.266 0.707 -0.025 0.38
H 1.390 0.037 1.379 0.47
H 0.964 2.753 0.395 0.22
H 1.797 2.299 1.730 0.25
H -0.711 0.166 0.363 -0.22
H 0.905 -1.160 -1.672 0.41
H 1.244 -1.497 -0.114 0.41
H -0.226 -3.161 -0.495 0.38
H -1.313 -1.853 0.067 0.20
H -1.109 -2.183 -1.658 0.33
H -0.299 2.119 -1.156 0.42
H 0.704 1.136 -2.228 0.40
H -1.044 0.849 -2.034 0.41
H -2.025 -0.242 3.117 0.30
H -2.776 -0.617 1.789 0.31
O -2.018 -0.132 2.159 -0.62

No. 3
48
Properties=species:S:1:pos:R:3:mulliken_charge:R:1 method="wB97M-V/def2-TZVPD" max_force_ha_per_bohr=0.0418 total_charge=0 e_above_lowest_ev=1.6939 spin_multiplicity=1 e_homo_ev=-7.7
O 1.449 0.177 1.257 -0.61
C 2.198 4.856 0.147 -0.35
C -1.318 -3.614 3.953 -0.22
C 2.791 3.991 -0.765 -0.97
C 1.029 4.484 0.780 -1.04
C -1.526 -4.145 2.687 -1.02
C -0.747 -2.363 4.105 -1.03
C 2.253 2.726 -1.015 0.03
C 0.404 3.253 0.498 0.17
C -1.175 -3.369 1.569 -0.07
C -0.429 -1.609 2.959 -0.06
C 1.007 2.339 -0.406 -1.47
C -0.627 -2.082 1.665 -0.92
N 0.479 -1.183 -1.874 0.20
N -1.602 -0.204 -1.466 0.20
C -0.902 -0.538 -3.819 -1.82
C 1.178 0.119 -1.670 -2.26
C -1.014 1.151 -1.352 -1.24
C 0.464 -1.961 -0.595 -1.10
C -1.768 -0.908 -0.173 -1.50
C -0.886 -1.069 -2.402 0.03
C 0.176 0.216 0.625 -0.98
C 0.372 0.976 -0.706 3.67
C -0.403 -1.200 0.428 2.81
H 1.840 1.066 1.138 0.56
H 2.643 5.816 0.362 0.41
H -1.610 -4.221 4.807 0.36
H 3.694 4.300 -1.238 0.43
H 0.598 5.181 1.515 0.34
H -1.953 -5.159 2.578 0.34
H -0.509 -1.973 5.094 0.38
H 2.818 2.098 -1.704 0.41
H -0.548 3.028 0.955 0.33
H -1.376 -3.778 0.565 0.22
H -0.056 -0.605 3.096 0.41
H -1.938 -0.377 -4.156 0.37
H -0.447 -1.298 -4.485 0.44
H -0.352 0.354 -4.012 0.27
H 1.230 0.628 -2.621 0.55
H 2.195 -0.036 -1.294 0.33
H -1.678 1.805 -0.725 0.29
H -0.945 1.630 -2.335 0.37
H 1.511 -2.099 -0.219 0.20
H 0.057 -2.952 -0.812 0.48
H -2.372 -0.352 0.539 0.30
H -2.314 -1.850 -0.334 0.52
H -1.392 -2.042 -2.370 0.51
H -0.495 0.796 1.226 0.75